Below is 2 unconnected molecules or ions with the total composition C4H12O, with properties calculated with ωB97M-V/def2-TZVPD.

Calculated values
- Relative energy (zero: lowest compared OMol25 entry of this formula, charge and spin): 30.9 kcal/mol
- LUMO energy: 0.0360 Eh
- Total energy: -234.78343 hartree
- HOMO level: -11.0021 eV
- HOMO-LUMO gap: 11.98 eV

```
! wB97M-V def2-TZVPD RIJCOSX def2/J DEFGRID3
* xyz 0 1
C 1.686 -0.107 -0.458
C 0.639 0.764 0.267
C -0.639 0.726 -0.656
C -1.885 0.706 0.135
H 1.939 0.194 -1.497
H 1.408 -1.210 -0.507
H 2.691 -0.042 -0.190
H 0.847 1.915 0.528
H 0.296 0.466 1.305
H -0.707 1.664 -1.274
H -0.510 -0.190 -1.306
H -2.791 0.658 -0.543
H -1.978 1.552 0.808
H -1.842 -0.160 0.940
O 0.132 -2.442 1.170
H -0.259 -2.347 0.341
H 0.972 -2.147 0.937
*
```

---

Below is 2 unconnected molecules or ions with the total composition C4H7NO, with properties calculated with ωB97M-V/def2-TZVPD.

Calculated values
- Relative energy (zero: lowest compared OMol25 entry of this formula, charge and spin): 88.7 kcal/mol
- LUMO energy: 0.0390 Eh
- Total energy: -286.49037 hartree
- HOMO level: -8.3202 eV
- HOMO-LUMO gap: 9.38 eV

```
! wB97M-V def2-TZVPD RIJCOSX def2/J DEFGRID3
* xyz 0 1
C 1.596 1.221 -0.106
C 0.830 0.216 -0.912
C -1.250 -1.782 0.163
N -1.447 -0.659 0.727
C -1.430 0.490 1.159
O -0.106 0.479 -1.631
H 2.614 1.313 -0.505
H 1.087 2.185 -0.140
H 1.670 0.876 0.931
H 1.159 -0.839 -0.794
H -1.126 -1.799 -0.916
H -1.199 -2.687 0.757
H -2.399 0.986 1.268
*
```